Version a
DFT (the ωB97M-V functional and the def2-TZVPD basis) results for one molecule with the formula C4H9O2P.

The calculation puts the LUMO energy at 1.01 eV. The SMILES is C=C(C)OPOC. The HOMO energy comes out at -9.3 eV.

Element x y z (Å)
P 1.368 0.664 0.780
O -0.240 0.421 0.859
O 1.933 -0.490 -0.251
C -1.219 0.048 -1.311
C -1.291 0.453 -0.052
C 2.708 -1.646 0.021
C -2.515 1.165 0.680
H -2.509 0.838 1.697
H 2.353 -2.569 -0.381
H -0.368 -0.409 -1.711
H -3.401 0.823 0.278
H 3.798 -1.593 -0.120
H 2.541 -1.793 1.163
H -2.318 2.270 0.471
H 1.216 1.535 -0.249
H -2.057 0.282 -1.874

Version b
DFT (the ωB97M-V functional and the def2-TZVPD basis) results for one molecule with the formula C4H9O2P.

The calculation puts the LUMO energy at -0.30 eV. The SMILES is CC1=[PH2]OCCO1. The HOMO energy comes out at -7.8 eV.

Element x y z (Å)
P -1.172 -0.954 -0.672
O 0.951 -0.053 0.691
O -1.486 0.702 0.455
C -0.988 0.723 1.755
C 0.449 -0.176 -0.507
C 1.351 0.054 -1.674
C 0.112 -0.323 1.760
H -0.603 1.708 1.818
H -1.851 -0.063 -1.615
H -1.698 0.495 2.629
H -0.352 -1.303 1.674
H -0.585 -1.756 -1.875
H 0.811 -0.254 2.650
H 1.477 -0.850 -2.052
H 2.346 0.429 -1.323
H 1.024 0.804 -2.392

Version c
DFT (the ωB97M-V functional and the def2-TZVPD basis) results for one molecule with the formula C4H9O2P.

The calculation puts the LUMO energy at 1.03 eV. The SMILES is C[C@H]1OPO[C@@H]1C. The HOMO energy comes out at -9.8 eV.

Element x y z (Å)
P -1.330 -1.090 -1.746
O -1.696 -0.790 -0.159
O -0.417 0.247 -1.841
C -1.033 0.750 1.519
C 1.747 -0.002 -0.660
C -0.569 -0.307 0.503
C 0.274 0.471 -0.647
H -0.079 -1.046 1.158
H 2.193 0.211 0.252
H 2.422 0.359 -1.447
H 0.446 1.507 -0.299
H -1.679 0.215 2.253
H 1.858 -1.084 -0.553
H -1.720 1.351 1.070
H -0.128 1.100 2.071
H -0.291 -1.895 -1.476

It comes down to version c, which is 16.5 kcal/mol more stable than the next structure.

Version a
DFT (the ωB97M-V functional and the def2-TZVPD basis) results for CH2ClNO as an isolated structure.

The calculation puts the LUMO energy at 0.66 eV. The HOMO energy comes out at -10.3 eV.

Element x y z (Å)
Cl 3.025 0.278 0.050
O 1.012 -1.423 0.189
N 1.591 -0.461 -0.639
C 0.383 -0.219 0.044
H 0.282 0.448 0.885
H -0.635 -0.239 -0.935

Version b
DFT (the ωB97M-V functional and the def2-TZVPD basis) results for one molecule with the formula CH2ClNO.

The calculation puts the LUMO energy at 0.49 eV. The SMILES is ClN1CO1. The HOMO energy comes out at -10.5 eV.

Element x y z (Å)
Cl 1.921 0.647 0.131
O 0.059 -1.094 0.333
N 0.585 -0.299 -0.651
C -0.624 0.095 -0.012
H -0.457 0.766 0.787
H -1.484 -0.115 -0.588

It comes down to version b, which is 21.1 kcal/mol more stable than the next structure.